# 1
The following is a quantum chemistry calculation of the molecule C11H13F2NO, from the Open Molecules 2025 dataset.

```
28
Properties=species:S:1:pos:R:3
H -3.4861 -2.4477 0.5682
N -2.9164 -1.7529 0.9213
C -2.8697 -0.6343 0.3271
C -3.8672 -0.2097 -0.8003
F -4.1722 1.0765 -1.0701
F -5.0679 -0.8330 -0.4408
C -1.9567 0.4982 0.6679
C -1.1517 0.2062 1.9339
C -1.0693 0.8513 -0.5608
O 0.2573 1.2777 -0.2190
C 1.3827 0.4915 -0.2709
C 2.5775 1.1538 -0.5079
C 3.7336 0.5121 -0.5900
C 3.7583 -0.9034 -0.6214
C 2.5387 -1.5991 -0.3767
C 1.3766 -0.8988 -0.1200
H -3.7028 -0.7592 -1.7362
H -2.5152 1.3510 0.7812
H -1.6844 -0.3656 2.6275
H -0.7567 1.1408 2.4532
H -0.2685 -0.5006 1.7517
H -0.9917 0.0661 -1.2610
H -1.4206 1.6319 -1.1835
H 2.6653 2.2994 -0.5471
H 4.6125 1.1294 -0.7329
H 4.6885 -1.4464 -0.7898
H 2.5513 -2.7135 -0.1817
H 0.4845 -1.4555 0.1636
```

Calculated values
**LUMO**: 0.7 eV
**Charge**: 0
**Energy above the lowest of the compared OMol25 structures with the same formula, charge and spin**: 0.00 kJ/mol
**Strongest force on any atom**: 4.1 eV/A
**Energy**: -20588.3507 eV
**Frontier orbital gap**: 9.2 eV

---

# 2
The following is a quantum chemistry calculation of a 2-piece molecular cluster, C11H13F2OP overall, from the Open Molecules 2025 dataset.

```
28
Properties=species:S:1:pos:R:3
C 0.2500 1.9140 -0.2516
C 0.1331 1.5885 -1.5591
C -0.5139 -0.2763 0.5166
C -0.1641 0.9579 0.7944
C -0.4129 1.4138 4.6780
C -0.1119 0.1086 -1.9674
C -0.4217 -0.8533 -0.7907
C 0.8588 -0.7680 -1.5069
C -0.5130 1.6535 2.1214
C -0.1052 0.7708 3.3013
C 1.1535 -2.6264 -2.9270
O 0.3671 1.5696 5.5585
F 2.0210 -2.2691 -3.9792
F 1.7861 -3.4185 -2.0593
P -0.5306 -3.1979 -3.4763
H 0.3634 2.9829 0.0126
H 0.3669 2.1932 -2.3938
H -0.7919 -0.9468 1.3361
H -1.4608 1.5964 4.8394
H -0.6053 -0.1521 -2.9573
H -0.9957 -1.6970 -0.9180
H 1.8098 -0.5483 -1.0410
H -1.5806 1.8956 2.0618
H 0.0983 2.6524 2.2270
H 1.0789 0.6538 3.3278
H -0.5563 -0.1750 3.1709
H -0.2455 -3.1643 -4.8132
H -1.2773 -1.8579 -3.3050
```

Calculated values
**LUMO**: 0.1 eV
**Charge**: 0
**Energy above the lowest of the compared OMol25 structures with the same formula, charge and spin**: 224.50 kJ/mol
**Strongest force on any atom**: 5.5 eV/A
**Energy**: -28382.4843 eV
**Frontier orbital gap**: 8.6 eV

---

# 3
The following is a quantum chemistry calculation of C11H13F3N4O3S2Sc as an isolated structure, from the Open Molecules 2025 dataset.

```
37
Properties=species:S:1:pos:R:3
Sc 0.1658 0.3397 -0.2248
C 4.5001 -1.0209 3.9789
C 3.4175 -2.0250 3.6250
N 3.0603 -1.9901 2.2068
C 2.2693 -1.0646 1.6702
S 2.0262 -1.2307 -0.0756
N 1.7565 -0.1425 2.4555
N 0.9472 0.7246 1.7820
C 0.5657 1.7899 2.4013
C 0.9867 2.0992 3.7936
C -0.2708 2.7209 1.5986
C -0.9717 3.7702 2.1686
C -1.7107 4.6096 1.3452
C -1.7354 4.3789 -0.0182
C -1.0408 3.2892 -0.5153
N -0.3245 2.4769 0.2679
H 4.7264 -1.0802 5.0431
H 5.4178 -1.2250 3.4280
H 4.1815 -0.0039 3.7549
H 3.7525 -3.0399 3.8356
H 2.5110 -1.8506 4.2038
H 3.4364 -2.6929 1.5924
H 2.0573 1.9166 3.8868
H 0.7669 3.1215 4.0812
H 0.4998 1.4149 4.4921
H -0.9497 3.9312 3.2348
H -2.2635 5.4354 1.7718
H -2.2923 5.0115 -0.6929
H -1.0601 3.0475 -1.5706
F -2.3242 -2.0910 -3.0394
C -2.2004 -1.9932 -1.7315
F -1.0260 -2.4994 -1.3515
F -3.1754 -2.6381 -1.1195
S -2.2546 -0.2145 -1.2343
O -1.0665 0.3766 -1.9378
O -3.5247 0.3181 -1.5296
O -1.8064 -0.2452 0.1948
```

Calculated values
**LUMO**: -4.4 eV
**Charge**: +1
**Energy above the lowest of the compared OMol25 structures with the same formula, charge and spin**: 0.00 kJ/mol
**Strongest force on any atom**: 0.5 eV/A
**Energy**: -74242.2372 eV
**Frontier orbital gap**: 7.4 eV